The following is a quantum chemistry calculation of a 2-piece molecular cluster, C4H6NO overall at a distorted geometry, from OMol25.

XYZ file:
```
12
Properties=species:S:1:pos:R:3:forces:R:3:mulliken_charge:R:1
H 1.384 1.187 -0.866 -0.1183 1.3330 -0.7358 0.290
H 0.381 -2.357 0.439 0.3926 -0.3390 0.4741 0.353
H 3.101 0.660 -0.519 -2.1939 0.0010 0.5209 0.290
C 1.027 -1.513 0.519 -0.1853 0.8338 -0.9116 -0.251
N -2.734 0.015 -0.389 -2.9613 -1.2422 -2.2555 -0.362
O -0.706 0.196 0.865 -2.9446 1.0961 -0.9524 -0.129
H -2.803 -0.573 -1.328 0.1484 1.6169 2.4418 0.357
C 1.381 -0.375 0.291 1.6149 -2.8306 0.4606 0.146
H -3.639 0.256 0.151 1.7671 -0.4026 -1.2651 0.355
H 2.233 1.507 0.715 -0.4799 0.8532 0.6716 0.318
C 2.021 0.843 -0.087 2.7385 -0.7653 -1.0043 -1.011
C -1.644 0.154 0.209 2.2216 -0.1544 2.5557 0.644
```
Forces are in eV/Å.

Total charge: +1
Spin multiplicity: 1
Energy above the lowest of the compared OMol25 structures with the same formula, charge and spin: 356.0 kJ/mol
Orbital gap (alpha / beta): 7.7 / 7.7 eV
LUMO energy (alpha / beta): -5.582 / -5.582 eV

=====

The following is a quantum chemistry calculation of an isolated ion of composition C4H6NO and charge +1 at a distorted geometry, from OMol25.

XYZ file:
```
12
Properties=species:S:1:pos:R:3:forces:R:3:lowdin_spin:R:1
O 1.821 -0.111 -0.967 1.7504 -0.9730 -3.9726 0.817
H 0.117 2.338 -0.299 -0.7753 1.2370 -0.6026 0.005
C -0.129 1.427 0.165 2.0680 -2.4263 1.4837 0.091
N -0.774 0.255 0.190 1.9438 1.6161 0.9318 0.391
H 1.990 -1.379 0.754 0.3659 0.3644 -1.0844 0.035
H -1.598 -1.607 -0.228 0.6071 0.7413 -0.3658 0.004
H -2.215 -0.210 -1.380 1.5495 -0.6453 2.3906 0.027
C -1.768 -0.513 -0.292 -5.1314 -2.0516 -2.7975 0.067
H -2.691 -0.452 0.347 0.6635 0.4228 -0.2138 0.036
C 1.975 -0.366 0.268 -4.0009 0.0291 3.4952 0.159
C 0.580 0.375 0.689 -0.6156 0.9022 0.3079 0.304
H 2.691 0.243 0.755 1.5749 0.7835 0.4273 0.064
```
Forces are in eV/Å.

Total charge: +1
Spin multiplicity: 3
Energy above the lowest of the compared OMol25 structures with the same formula, charge and spin: 361.0 kJ/mol
Orbital gap (alpha / beta): 7.8 / 8.3 eV
LUMO energy (alpha / beta): -5.271 / -7.365 eV
Expectation value of S²: 2.01

=====

The following is a quantum chemistry calculation of C4H6NO2 as an isolated structure at a distorted geometry, from OMol25.

XYZ file:
```
13
Properties=species:S:1:pos:R:3:forces:R:3:mulliken_charge:R:1
H -0.309 -1.093 -1.021 0.9243 -1.7627 1.8057 0.252
C 0.435 -1.655 -0.283 -1.4254 3.3470 -2.4064 -1.005
H 0.305 1.780 -0.878 0.2017 0.2528 -2.6259 0.391
O 2.504 1.453 2.375 -1.4359 -0.3704 -1.1793 -0.412
H 0.096 -2.364 0.363 -1.8559 -2.3443 1.4021 0.333
N -0.093 1.721 0.008 -0.8676 -0.1082 1.3116 -0.242
H -1.124 1.605 -0.023 0.5601 -0.5350 -0.0807 0.386
H 0.010 2.669 0.361 0.4425 0.1270 0.7959 0.370
C 0.954 -0.611 0.550 1.1491 2.3123 0.1146 0.295
O 1.997 -0.598 1.471 0.1351 -2.0643 0.0074 -0.365
C 1.821 0.791 1.667 1.3096 0.5308 1.0102 0.616
C 0.723 0.706 0.676 -0.8005 1.2843 0.6930 0.003
H 1.116 -2.112 -0.926 1.6628 -0.6693 -0.8481 0.378
```
Forces are in eV/Å.

Total charge: +1
Spin multiplicity: 1
Energy above the lowest of the compared OMol25 structures with the same formula, charge and spin: 192.0 kJ/mol
Orbital gap: 10.3 eV
LUMO energy: -4.367 eV

=====

The following is a quantum chemistry calculation of an isolated ion of composition C4H6NO2S and charge -1 at a distorted geometry, from OMol25.

XYZ file:
```
14
Properties=species:S:1:pos:R:3:forces:R:3:mulliken_charge:R:1
H 0.436 -2.562 0.633 0.2100 -2.7236 -1.7973 0.357
C 0.350 -1.702 1.152 -0.8300 3.4847 3.3738 -0.896
H -0.644 -1.644 1.719 1.2388 -0.5740 -0.6624 0.236
C -0.499 -0.327 -0.804 -1.9188 -2.4834 -2.4642 0.462
C 0.399 -0.411 0.322 -2.5449 -0.2504 3.4247 -0.542
O -0.915 -1.302 -1.482 0.7966 2.4120 1.4183 -0.656
C -0.181 2.142 -0.785 -1.8102 -2.0419 2.1211 -0.105
H 1.378 -0.416 0.035 2.8226 0.8701 -1.0261 0.337
N -0.935 0.955 -1.161 0.9493 2.2838 -0.9033 -0.128
H -0.033 2.969 -1.407 -0.1287 0.8202 -2.3945 0.445
H 0.151 0.374 1.119 0.9152 -0.9760 -1.6556 0.330
H -1.456 1.048 -2.039 0.5033 -0.4516 0.4158 0.293
O 0.158 2.337 0.345 0.5406 0.2579 0.4780 -0.452
S 1.791 -1.460 2.352 -0.7438 -0.6279 -0.3283 -0.680
```
Forces are in eV/Å.

Total charge: -1
Spin multiplicity: 1
Energy above the lowest of the compared OMol25 structures with the same formula, charge and spin: 148.3 kJ/mol
Orbital gap: 5.5 eV
LUMO energy: 3.115 eV
SMILES string: O=CNC(=O)CC[S-]

=====

The following is a quantum chemistry calculation of a 3-piece molecular cluster, C4H6NO2S overall at a distorted geometry, from OMol25.

XYZ file:
```
14
Properties=species:S:1:pos:R:3:forces:R:3:lowdin_spin:R:1
H 2.451 2.605 0.729 0.0576 -1.2726 -0.4973 0.011
H 0.943 -1.783 -0.844 -0.7891 -0.3319 1.2972 0.000
S -4.190 0.275 -0.067 1.1938 -0.1398 0.2014 0.003
C -0.076 -0.366 0.566 -0.1474 -0.1447 1.1351 0.001
C 0.859 -1.473 0.248 4.3729 1.5829 -0.8005 0.001
H -1.154 0.341 -1.170 -0.2326 -2.4931 0.5394 0.000
C -1.203 -0.206 -0.164 -0.8913 1.2534 -1.8597 0.005
C 2.664 1.233 -0.677 2.3106 -1.4188 -3.4527 0.031
H 0.131 0.215 1.478 -0.7616 -1.4243 0.6491 0.001
O 1.768 -1.775 1.041 -2.6922 0.0030 -1.2696 0.001
N 2.339 1.576 0.531 -0.9067 1.2664 1.5480 0.520
H -2.264 -0.472 0.213 -0.1433 1.4284 0.3265 0.000
O 2.441 0.106 -1.241 -0.1357 2.1162 1.2177 0.411
H 3.417 1.879 -1.288 -1.2350 -0.4250 0.9652 0.016
```
Forces are in eV/Å.

Spin multiplicity: 2
Energy above the lowest of the compared OMol25 structures with the same formula, charge and spin: 915.5 kJ/mol
Orbital gap (alpha / beta): 6.2 / 5.6 eV
LUMO energy (alpha / beta): -3.007 / -3.580 eV
Expectation value of S²: 0.79

=====

The following is a quantum chemistry calculation of a 2-piece molecular cluster, C4H6NO3 overall at a distorted geometry, from OMol25.

XYZ file:
```
14
Properties=species:S:1:pos:R:3:forces:R:3:mulliken_charge:R:1
H -0.103 0.244 1.391 -0.2562 0.2329 0.2357 0.392
N -0.684 -1.667 0.676 0.7768 0.0487 -0.8005 -0.653
C -1.835 0.443 -0.074 0.2822 0.2434 1.3320 -0.189
H -0.189 -2.216 -0.023 0.0768 0.0899 0.0813 0.224
O 2.002 -1.109 -0.818 -0.1990 -0.1369 -0.1606 -0.420
C 2.051 -0.067 -0.306 0.7349 -0.1986 0.1754 0.803
H -1.669 -1.869 0.565 0.0193 -0.1600 -0.0379 0.273
H -0.170 0.080 -1.667 -0.5376 0.0483 -0.0367 0.360
C -0.488 0.606 -0.758 -0.0713 -0.2252 -1.4704 -0.897
C -0.534 -0.219 0.519 -1.3610 -0.2450 0.4261 -0.180
O -2.428 1.375 0.632 -0.1460 0.5654 -0.6946 -0.914
O 2.337 0.933 0.206 -0.1247 0.2411 0.0388 -0.402
H -2.486 -0.266 -0.625 0.1882 -0.4422 0.2742 0.313
H -0.224 1.656 -0.790 0.6175 -0.0617 0.6372 0.290
```
Forces are in eV/Å.

Total charge: -1
Spin multiplicity: 1
Energy above the lowest of the compared OMol25 structures with the same formula, charge and spin: 344.1 kJ/mol
Orbital gap: 5.4 eV
LUMO energy: 3.369 eV

=====

The following is a quantum chemistry calculation of one molecule with the formula C4H6NO4P at a distorted geometry, from OMol25.

XYZ file:
```
16
Properties=species:S:1:pos:R:3:forces:R:3:mulliken_charge:R:1
N 0.005 -0.917 -0.055 -1.1208 0.6548 -0.2976 0.508
C 0.218 0.379 -0.087 1.5311 0.8329 -0.0531 0.504
O 0.769 -1.924 0.119 2.1220 -0.4284 0.4244 -0.776
H -0.851 2.097 -0.779 -0.6011 -0.4143 -0.3065 0.399
P 3.003 0.659 -0.425 -0.7769 -0.5498 1.8872 0.197
H 3.253 1.227 0.840 1.0408 1.0632 -0.2737 0.029
C -1.410 -1.184 -0.145 -2.2923 0.3865 0.9090 0.174
C -2.199 0.158 -0.216 2.8529 -0.4799 0.7143 -0.476
O 1.368 1.029 0.156 -1.9941 -1.3354 -1.1488 -0.395
H -3.038 0.106 0.483 0.6185 0.5554 0.3709 0.324
O -1.941 -2.256 -0.062 1.2559 0.6791 -0.2675 -0.492
O 3.189 -0.795 0.176 -1.9909 -2.2699 0.0069 -0.517
H -2.644 0.035 -1.137 -1.0069 0.4726 -2.4229 0.246
H 2.247 -1.407 0.394 1.5819 1.4179 -1.1530 0.495
H -0.957 1.571 0.881 -0.5171 0.7249 0.3046 0.225
C -1.012 1.223 -0.144 -0.7029 -1.3096 1.3059 -0.445
```
Forces are in eV/Å.

Spin multiplicity: 1
Energy above the lowest of the compared OMol25 structures with the same formula, charge and spin: 302.1 kJ/mol
Orbital gap: 9.2 eV
LUMO energy: 0.040 eV
SMILES string: O=C1CCC(OPO)=[N+]1[O-]

=====

The following is a quantum chemistry calculation of one molecule with the formula C4H6NOP at a distorted geometry, from OMol25.

XYZ file:
```
13
Properties=species:S:1:pos:R:3:forces:R:3:mulliken_charge:R:1
H -3.188 2.210 0.025 0.2011 0.1967 -0.0246 -0.027
H 2.129 -1.674 0.040 0.0058 0.0152 -0.0320 0.325
C -0.411 -1.436 0.005 -2.9917 1.4631 -0.0238 0.419
N 0.453 -0.445 0.011 1.0933 0.3891 0.0552 0.182
O -0.502 -2.610 -0.003 0.4000 0.6223 0.0063 -0.444
H 2.313 -0.196 -0.933 0.0074 -0.0325 0.0804 0.303
H 0.047 1.435 0.894 -0.0378 -0.1046 -0.0809 0.287
H 0.038 1.417 -0.886 -0.0325 -0.0500 0.1091 0.277
C -1.656 0.396 0.008 1.4819 -2.5435 -0.0011 -0.163
C -0.232 0.842 0.012 -0.0763 0.2712 -0.0818 -0.338
C 1.900 -0.612 -0.011 0.0564 -0.0183 -0.0294 -0.888
H 2.349 -0.113 0.847 0.0112 0.0207 -0.0195 0.302
P -3.242 0.785 -0.008 -0.1186 -0.2295 0.0422 -0.237
```
Forces are in eV/Å.

Spin multiplicity: 1
Energy above the lowest of the compared OMol25 structures with the same formula, charge and spin: 244.7 kJ/mol
Orbital gap: 8.9 eV
LUMO energy: 0.639 eV

=====

> Look up the energy above the lowest of the compared OMol25 structures with the same formula, charge and spin of the fifth one.

915.5 kJ/mol

=====

> What is the spin multiplicity in the first record?

1

=====

> Which of these has the highest spin multiplicity?

number 2

=====

> Which formula does entry 3 have?

C4H6NO2